{"formula": "C4H3Cl2N", "method": "the ωB97M-V functional and the def2-TZVPD basis", "charge": 0, "e_tot_ev": -30727.655, "lumo_energy_ev": -0.09, "e_above_lowest_kcal_mol": 86.70, "species": ["C", "C", "C", "C", "N", "Cl", "Cl", "H", "H", "H"], "positions_angstrom": [[0.784673, 0.384107, 0.720280], [0.258439, -0.111555, 1.817633], [-0.186803, -0.370310, -0.114326], [-0.558607, -0.172799, -1.566080], [-0.704172, -1.013276, 0.851299], [1.938632, 1.700524, 0.403433], [0.432308, -0.289064, 3.429484], [-1.491092, -0.732339, -1.931042], [0.347641, -0.399997, -2.209575], [-0.821018, 1.004709, -1.401106]], "forces_ev_per_a": [[1.789, 2.812, 0.059], [-0.565, -1.817, -1.815], [-0.614, -0.529, -1.192], [-0.533, 1.279, 0.924], [-0.426, 0.049, 0.896], [-0.730, -1.052, 0.191], [0.092, 0.204, 1.009], [1.499, 0.777, 0.812], [-1.210, 0.794, 0.557], [0.697, -2.517, -1.440]]}